Molecular formula: C4H12
Method: DFT, the ωB97M-V functional and the def2-TZVPD basis

ORCA input file:
```
! wB97M-V def2-TZVPD RIJCOSX def2/J DEFGRID3
* xyz 0 1
C -0.61 1.77 1.68
C 0.42 0.65 1.71
C 0.32 -0.57 -2.09
C -0.10 -1.77 -1.34
H -0.13 -0.24 1.21
H -0.46 0.18 -2.10
H -1.16 1.83 0.68
H 0.71 0.42 2.82
H -0.11 2.74 1.96
H -0.90 -1.57 -0.47
H 1.36 0.62 1.11
H -0.61 -2.61 -2.00
H 1.18 -0.07 -1.55
H 0.64 -2.28 -0.77
H 0.65 -0.92 -3.14
H -1.34 1.46 2.47
*
```

Calculated values
- structure (SMILES) = CC.CC
- energy above the lowest of the compared OMol25 structures with the same formula, charge and spin (kJ/mol) = 99.8
- orbital gap (Eh) = 0.45180
- largest force on an atom (eV/A) = 4.92